ORCA calculation (the ωB97M-V functional and the def2-TZVPD basis) on the molecule C6H6S3 in a non-equilibrium geometry.

Each line ends with the Löwdin charge.
Atoms and positions in Å:
C1 -1.3067 0.5384 0.3353  -0.26
C2 -0.4712 -0.4075 0.0018  -0.33
C3 -2.6590 0.4161 0.0950  -1.15
C4 1.8641 0.0640 -0.7615  -0.12
C5 1.8001 0.4392 0.6662  -0.08
C6 0.9123 -0.6765 0.1379  -0.35
S1 -3.9457 1.4817 0.4107  0.57
S2 -1.2961 -2.0557 -1.0278  0.48
S3 -3.0939 -1.2072 -0.5105  0.50
H1 -1.0923 1.5249 0.8900  0.16
H2 1.6438 0.6980 -1.6448  0.13
H3 2.7264 -0.4992 -1.0715  0.10
H4 2.6745 0.2358 1.2349  0.10
H5 1.0473 1.2085 0.9784  0.11
H6 1.1966 -1.7606 0.2659  0.15

## Properties
Energy relative to the best compared isomer or geometry (same formula, charge and spin), kJ/mol: 108.8
SMILES: S=c1cc(C2CC2)ss1
Frontier orbital gap (spin up / spin down), eV: 7.3 / 7.3
E_HOMO (spin up / spin down), eV: -8.2 / -8.2
DFT total energy, eV: -38822.1202

ORCA calculation (the ωB97M-V functional and the def2-TZVPD basis) on the molecule C5H8NP in a non-equilibrium geometry.

Each line ends with the Löwdin charge.
Atoms and positions in Å:
C1 -3.6707 0.2664 0.1262  -0.34
C2 -2.3365 -0.0637 0.0065  -0.53
C3 -1.8022 -1.5233 -0.1025  -0.08
C4 1.4875 1.5336 -0.0812  -0.24
C5 0.4063 0.5215 -0.0604  -0.56
N1 -4.7705 0.5577 -0.0461  0.17
P1 -1.2658 1.3301 0.0849  0.97
H1 -2.4639 -1.9506 0.7219  0.10
H2 -2.0185 -2.0433 -1.0812  0.11
H3 -0.8258 -1.4349 0.2534  0.00
H4 1.0169 2.3471 -0.7631  0.06
H5 1.6096 2.1907 0.7962  0.07
H6 2.4642 1.2826 -0.5827  0.09
H7 0.5454 -0.1506 0.8538  0.09
H8 0.4134 -0.1681 -0.9304  0.08

## Properties
Energy relative to the best compared isomer or geometry (same formula, charge and spin), kJ/mol: 69.7
Expectation value of S²: 2.02
Frontier orbital gap (spin up / spin down), eV: 7.8 / 7.3
E_HOMO (spin up / spin down), eV: -7.1 / -9.9
Spin multiplicity: 3
DFT total energy, eV: -16089.1807

ORCA calculation (the ωB97M-V functional and the def2-TZVPD basis) on the ion C2H3N2O with charge +1 in a non-equilibrium geometry.

Each line ends with the Löwdin charge.
Atoms and positions in Å:
C1 0.8545 1.6194 0.7626  0.16
C2 0.2238 0.5876 0.0100  -0.12
N1 0.8808 1.3441 2.0121  0.15
N2 0.0277 -0.4502 0.9930  0.14
O1 0.4790 0.0439 2.1580  0.05
H1 -0.5615 0.8727 -0.7340  0.19
H2 0.7069 0.3077 -0.9649  0.19
H3 -0.8366 -1.0876 1.0406  0.25

## Properties
Energy relative to the best compared isomer or geometry (same formula, charge and spin), kJ/mol: 746.3
SMILES: C1#[N+]ONC1
Frontier orbital gap (spin up / spin down), eV: 9.1 / 7.9
E_HOMO (spin up / spin down), eV: -17.4 / -16.0
Net charge: +1
DFT total energy, eV: -7134.6471